This record from OMol25 describes a structure of composition C3H10OP2 in a non-equilibrium geometry. The level of theory is the ωB97M-V functional and the def2-TZVPD basis.

ORCA input file:
```
! wB97M-V def2-TZVPD RIJCOSX def2/J DEFGRID3
* xyz 0 1
C 1.68488 -0.49540 -2.60728
C -2.25838 0.32375 2.87844
C 1.02730 -1.56425 -2.05258
O 0.66430 -0.84750 0.92942
P 1.28743 1.63262 -0.25596
P 0.16785 -0.23830 -0.31264
H 2.51247 -0.22169 -2.14279
H 1.18912 -0.00758 -3.42948
H -3.09116 0.63891 2.26313
H -2.11373 -0.77654 2.92762
H -1.34837 0.60907 2.33398
H -2.30692 0.74385 3.90191
H 1.41246 -2.05518 -1.19918
H 0.10623 -1.97040 -2.36602
H 0.33205 1.88245 0.59644
H 0.73446 2.34619 -1.46502
*
```

Summary:
relative energy (zero: lowest compared OMol25 entry of this formula, charge and spin) = 2.566 eV
Kohn-Sham gap = 8.1 eV
E = -23895.464 eV

Mulliken population analysis, charges in e, atoms 1 to 8: C -0.857; C -0.823; C -0.605; O -0.479; P -0.112; P 0.401; H 0.592; H 0.276


This record from OMol25 describes a structure of composition C3H4I4O in a non-equilibrium geometry. The level of theory is the ωB97M-V functional and the def2-TZVPD basis.

ORCA input file:
```
! wB97M-V def2-TZVPD RIJCOSX def2/J DEFGRID3
* xyz 0 1
C -0.92215 0.01111 0.39245
C 1.92298 -0.29515 -1.27509
C 1.10569 0.71844 -0.55816
O -0.64128 -1.09946 1.11161
I 0.56327 -1.37912 -2.62739
I 2.87770 -1.82113 -0.00752
I 0.37866 2.15313 -2.00787
I 2.05634 1.67933 1.02363
H -0.78828 0.82057 1.00583
H -1.36815 0.14431 -0.56647
H 2.69197 0.07223 -2.01336
H -1.00712 -1.88107 0.74992
*
```

Summary:
Kohn-Sham gap (alpha / beta) = 7.8 / 7.8 eV
E = -37622.491 eV

Mulliken population analysis, charges in e, atoms 1 to 8: C -0.314; C -0.862; C -0.758; O -0.351; I 0.086; I 0.149; I 0.157; I 0.195


This record from OMol25 describes a structure of composition C34H41ClO2P2RuS2Si2. The level of theory is the ωB97M-V functional and the def2-TZVPD basis.

ORCA input file:
```
! wB97M-V def2-TZVPD RIJCOSX def2/J DEFGRID3
* xyz -1 2
Ru -0.14374 0.12005 -0.23601
S -2.14235 1.63337 -0.64499
P -2.94404 -0.08072 0.04265
C -1.64853 -1.17082 0.24282
P -0.78586 -1.92288 1.50831
S 1.07051 -1.13950 1.47484
C -0.63874 -3.71095 1.21852
C -1.06744 -4.26498 0.01971
C -0.87998 -5.61947 -0.23098
C -0.26112 -6.42015 0.71761
C 0.17825 -5.86688 1.91517
C -0.00799 -4.51617 2.16472
C -1.50622 -1.81721 3.17213
C -0.95933 -0.94681 4.10939
C -1.52992 -0.84854 5.37106
C -2.65715 -1.59259 5.68860
C -3.22361 -2.43789 4.74195
C -2.64500 -2.55675 3.48749
C -3.95465 0.17011 1.53012
C -3.47475 1.03473 2.51226
C -4.19271 1.20008 3.68694
C -5.37976 0.50645 3.88983
C -5.85175 -0.36228 2.91735
C -5.14040 -0.53285 1.73669
C -4.14536 -0.70460 -1.17320
C -5.06178 0.17390 -1.74659
C -5.97865 -0.28774 -2.67863
C -5.98358 -1.62857 -3.04543
C -5.07002 -2.50535 -2.47859
C -4.15216 -2.04277 -1.54324
H -1.51706 -3.61424 -0.72077
H -1.20885 -6.04468 -1.17146
H -0.11074 -7.47525 0.52245
H 0.67121 -6.48979 2.65170
H 0.34591 -4.07810 3.09160
H -0.10338 -0.33931 3.83736
H -1.09788 -0.17452 6.10100
H -3.10606 -1.50605 6.67130
H -4.11397 -3.00639 4.98275
H -3.07429 -3.22926 2.75233
H -2.53545 1.56196 2.35651
H -3.81388 1.86753 4.45117
H -5.93451 0.63912 4.81137
H -6.77525 -0.90729 3.07420
H -5.51446 -1.20460 0.97431
H -5.03465 1.22285 -1.47489
H -6.68451 0.39988 -3.12894
H -6.69464 -1.98591 -3.78053
H -5.06570 -3.54927 -2.76864
H -3.42496 -2.71029 -1.09819
C 2.48372 -3.24919 -0.99071
Si 2.34307 -1.53055 -1.77377
C 3.21447 -1.82179 -3.43871
C 3.43340 -0.26701 -0.89384
C 0.57185 -0.94683 -1.93856
Si 0.11877 0.13525 -3.38509
C 0.64089 1.92803 -3.10078
C 0.94744 -0.28518 -5.04631
C -1.71610 0.00142 -3.80900
H 3.45652 -3.68172 -1.24988
H 1.71066 -3.91328 -1.39401
H 2.37985 -3.24167 0.09186
H 4.17503 -2.30777 -3.23610
H 3.41844 -0.90236 -3.99322
H 2.63858 -2.48722 -4.09000
H 4.37289 -0.73965 -0.58802
H 2.95927 0.16853 -0.01491
H 3.68535 0.55011 -1.57836
H -0.01267 -1.87076 -2.06800
H 1.73148 1.99988 -3.17510
H 0.33740 2.33128 -2.13562
H 0.21999 2.56057 -3.88998
H 1.99863 0.01299 -5.08245
H 0.41814 0.27332 -5.82656
H 0.88866 -1.34763 -5.30289
H -2.35688 0.48268 -3.07164
H -2.01356 -1.05077 -3.88354
H -1.89955 0.46650 -4.78358
Cl 2.05047 3.50850 3.68382
C 1.35048 3.59909 2.03998
C 0.52878 2.35422 1.69346
O 0.81680 1.86832 0.55313
O -0.31142 1.94323 2.49324
H 2.16798 3.72314 1.33964
H 0.69867 4.46897 2.02646
*
```

Summary:
relative energy (zero: lowest compared OMol25 entry of this formula, charge and spin) = 0.094 eV
Kohn-Sham gap (alpha / beta) = 6.7 / 6.6 eV
E = -111132.242 eV

Mulliken population analysis, charges in e, atoms 1 to 8: Ru -0.624; S -0.644; P 1.791; C -0.797; P 3.014; S -0.885; C 0.235; C -0.255


This record from OMol25 describes the ion C4H7BrN3O2 with charge +1 in a non-equilibrium geometry. The level of theory is the ωB97M-V functional and the def2-TZVPD basis.

ORCA input file:
```
! wB97M-V def2-TZVPD RIJCOSX def2/J DEFGRID3
* xyz 1 3
C 1.56206 1.15433 0.00734
C -0.08341 0.27405 1.41239
C -0.04873 0.04741 -0.86828
C 0.76174 -1.19303 -1.03239
N -0.78936 0.17015 0.22310
N 1.07412 1.18454 1.19478
N 2.97708 1.67826 -0.22590
O 3.71763 1.42859 0.69155
O 3.07124 2.13332 -1.33316
Br 2.28201 -1.47036 0.02002
H -0.68863 0.72543 2.09424
H 0.20466 -0.72908 1.73432
H -0.21232 0.75653 -1.66971
H 0.97170 -1.31067 -2.09469
H 0.04886 -2.00616 -0.88032
H -1.57357 0.85309 0.30398
H 1.43534 1.50683 2.06420
*
```

Summary:
Kohn-Sham gap (alpha / beta) = 6.4 / 5.9 eV
E = -82852.596 eV

Mulliken population analysis, charges in e, atoms 1 to 8: C -0.174; C -0.712; C -0.110; C -0.594; N -0.076; N -0.026; N 0.916; O -0.414


This record from OMol25 describes a cluster of 10 separate species, C6H25NO9 in total in a non-equilibrium geometry. The level of theory is the ωB97M-V functional and the def2-TZVPD basis.

ORCA input file:
```
! wB97M-V def2-TZVPD RIJCOSX def2/J DEFGRID3
* xyz 0 1
C -2.19747 0.67697 -1.61602
C -2.72962 -0.54986 -1.28690
N -2.39021 -0.76063 0.06597
C -1.86977 0.37668 0.61558
C -1.61839 1.25622 -0.45837
C -0.64246 2.33273 -0.61079
C -0.35717 3.26400 0.27541
H -2.17861 1.06640 -2.53923
H -3.23337 -1.35263 -1.97512
H -2.55553 -1.56742 0.60033
H -1.76638 0.42483 1.66819
H -0.37912 2.36374 -1.59729
H 0.36773 4.10402 0.14309
H -0.58630 2.99695 1.34995
H 2.65878 -3.06561 -0.15771
H 3.85627 -2.13416 0.32470
O 3.22586 -2.75375 0.60233
H 0.49530 -2.64285 -2.06898
H 0.92068 -1.21269 -1.81338
O 1.05839 -2.11806 -1.52531
H 0.90309 0.56720 2.08381
H 1.71217 -0.37172 2.56439
O 1.83595 0.56339 2.27877
H -3.45476 2.95832 -0.22352
H -3.97933 1.69991 -0.43654
O -4.13651 2.42182 0.10783
H -0.12024 -1.76462 1.08390
H 1.29485 -2.28713 0.97813
O 0.67283 -1.91185 1.51665
H 0.40724 0.84567 -2.10953
H 1.89991 0.40488 -2.68030
O 1.03644 0.24968 -2.47273
H 2.39591 2.20781 0.30980
H 1.58093 1.08531 -0.28543
O 1.89658 2.00080 -0.52288
H -2.06600 -3.17241 2.65086
H -1.04744 -3.43315 1.53225
O -1.64413 -2.87198 1.90615
H 4.33740 -0.08433 0.71067
H 2.84268 0.05748 0.80065
O 3.55382 0.13004 0.21066
*
```

Summary:
relative energy (zero: lowest compared OMol25 entry of this formula, charge and spin) = 3.122 eV
Kohn-Sham gap = 8.2 eV
E = -26542.039 eV

Mulliken population analysis, charges in e, atoms 1 to 8: C -1.044; C -0.570; N 0.177; C -0.433; C 0.559; C -0.511; C -0.961; H 0.650


This record from OMol25 describes a structure of composition C42H105N7Na3O18P in a non-equilibrium geometry. The level of theory is the ωB97M-V functional and the def2-TZVPD basis.

ORCA input file:
```
! wB97M-V def2-TZVPD RIJCOSX def2/J DEFGRID3
* xyz 0 1
Na -2.50389 -0.58750 -2.57410
Na 2.02857 -1.37336 -1.05413
Na -0.06959 2.23799 0.22980
P -0.21851 -0.02180 -1.14945
O -1.44012 0.93373 -1.09790
O 0.00614 -0.84389 0.14849
O 1.07944 0.84708 -1.16219
O -0.19623 -0.96346 -2.37233
C -6.38140 -2.56257 1.43039
O -5.22969 -2.83831 0.68675
C -4.38625 -1.72254 0.51862
C -2.94691 -2.15057 0.27028
N -2.70659 -2.62062 -1.09746
C -3.12904 -3.99332 -1.32018
C -2.52536 -4.48035 -2.62098
O -3.00956 -5.79221 -2.85794
C -2.67271 -6.24758 -4.16011
H -7.05289 -3.41642 1.32801
H -6.90560 -1.66545 1.07972
H -6.15533 -2.45347 2.49968
H -4.40741 -1.07318 1.41082
H -4.70975 -1.07600 -0.31522
H -2.68941 -2.90901 1.03188
H -2.28916 -1.30431 0.48405
H -1.71064 -2.46631 -1.27557
H -4.21028 -4.01019 -1.43315
H -2.78855 -4.65032 -0.51055
H -1.43431 -4.54682 -2.49899
H -2.80478 -3.81325 -3.44762
H -3.29893 -5.74770 -4.90368
H -2.84327 -7.32254 -4.16960
H -1.60520 -6.09181 -4.36197
C -1.00975 3.24413 5.87264
O -0.67569 1.95256 5.41296
C 0.40451 1.96248 4.48839
C 0.31212 0.73625 3.59737
N -0.51097 0.94117 2.42419
C -1.94478 1.01713 2.67465
C -2.54044 -0.18073 3.37770
O -3.96111 0.05389 3.44092
C -4.63324 -0.96917 4.15457
H -0.17467 3.67068 6.44950
H -1.85648 3.13672 6.54668
H -1.26696 3.91165 5.04468
H 1.34010 1.97095 5.06385
H 0.34803 2.85829 3.85465
H -0.00808 -0.10833 4.22091
H 1.31252 0.50997 3.21915
H -0.31877 0.16594 1.76557
H -2.45667 1.12749 1.71421
H -2.14504 1.87828 3.31938
H -2.15848 -0.23714 4.40008
H -2.36570 -1.08704 2.78024
H -4.47464 -1.94479 3.67242
H -5.68031 -0.68450 4.19293
H -4.24330 -1.06738 5.17905
C 3.09982 6.43239 -0.58425
O 3.74924 5.21034 -0.35917
C 2.87590 4.19688 0.09681
C 3.67127 2.94686 0.38529
N 2.72311 1.90659 0.71007
C 3.27356 0.73661 1.33441
C 4.53429 0.10532 0.77473
O 4.25276 -0.63038 -0.41237
C 5.31598 -1.46048 -0.81718
H 2.30890 6.33126 -1.34436
H 3.85347 7.14109 -0.92289
H 2.63408 6.85144 0.32110
H 2.17267 3.96450 -0.72789
H 2.28638 4.47334 0.98229
H 4.33824 3.10368 1.23932
H 4.25978 2.67736 -0.50230
H 2.25194 1.60533 -0.16063
H 2.48316 -0.02344 1.33200
H 3.48900 0.92805 2.39706
H 4.88921 -0.56556 1.56202
H 5.33795 0.83365 0.60016
H 5.57196 -2.18956 -0.03212
H 6.21629 -0.87571 -1.03703
H 4.98172 -2.02370 -1.68735
C 0.73067 6.52391 3.48056
O -0.13508 6.42519 2.38665
C -1.02646 5.33185 2.49365
C -1.73498 5.12740 1.19294
N -0.80689 4.63562 0.18112
C -1.52836 4.32612 -1.06230
C -0.57679 3.90649 -2.15836
O 0.02480 5.04757 -2.72429
C 0.97518 4.70324 -3.70181
H 0.18141 6.76137 4.40571
H 1.40718 7.34695 3.26422
H 1.27688 5.58967 3.65831
H -1.77010 5.50053 3.29549
H -0.49683 4.41006 2.78568
H -2.20354 6.07978 0.91166
H -2.47068 4.33920 1.36968
H -0.15664 5.36253 -0.11456
H -2.11599 5.17114 -1.46414
H -2.25149 3.50927 -0.95697
H -1.11826 3.32229 -2.91979
H 0.16127 3.16673 -1.81099
H 0.57487 4.00792 -4.45008
H 1.89044 4.30274 -3.25245
H 1.23994 5.61147 -4.25307
C -1.20610 -1.09562 -5.54003
O -2.44238 -0.90076 -4.89316
C -3.29451 0.00039 -5.56560
C -4.66698 -0.10766 -4.94520
N -4.64316 0.21164 -3.50499
C -4.50915 1.63528 -3.23029
C -4.80511 1.89902 -1.75876
O -6.03794 1.27139 -1.42632
C -6.34384 1.37018 -0.05707
H -0.53629 -0.24849 -5.33839
H -1.30078 -1.17598 -6.62966
H -0.75318 -2.00329 -5.14977
H -3.33561 -0.11613 -6.65015
H -2.93326 1.02099 -5.34708
H -5.03690 -1.12339 -5.10053
H -5.35984 0.57435 -5.46529
H -5.50673 -0.14981 -3.11901
H -5.25583 2.22282 -3.78958
H -3.48484 1.97056 -3.38940
H -4.89224 2.98640 -1.60863
H -3.96888 1.52265 -1.14555
H -6.71523 2.37028 0.19077
H -5.49327 1.07940 0.56585
H -7.15266 0.66319 0.14216
C 3.79489 -1.92678 -7.18456
O 4.27047 -1.96664 -5.86086
C 4.01916 -0.77836 -5.13524
C 2.60819 -0.59033 -4.62765
N 2.22381 -1.50570 -3.55354
C 2.24601 -2.92363 -3.91642
C 1.41839 -3.76127 -2.98277
O 1.96227 -3.76071 -1.68109
C 1.17727 -4.39654 -0.68875
H 4.18196 -2.80481 -7.70258
H 4.15027 -1.03643 -7.71624
H 2.70047 -1.98321 -7.22845
H 4.33329 0.11754 -5.69819
H 4.67608 -0.74643 -4.25581
H 1.89699 -0.70525 -5.47142
H 2.50544 0.42537 -4.24160
H 1.27314 -1.18645 -3.28692
H 3.27661 -3.27423 -3.93721
H 1.82496 -3.05145 -4.93294
H 1.37425 -4.79205 -3.38328
H 0.36919 -3.43623 -2.94362
H 0.14968 -4.00499 -0.70653
H 1.64197 -4.20039 0.26975
H 1.10835 -5.47519 -0.88751
C 0.40955 -2.77440 2.87445
O 0.27986 -2.88722 4.28289
C 1.33598 -3.43673 5.05353
C 2.38987 -2.44018 5.51361
N 3.42236 -2.16300 4.51769
C 4.37191 -3.26594 4.32792
C 5.60502 -3.16925 5.20257
O 6.32934 -2.01848 4.88110
C 7.56303 -1.96582 5.53995
H -0.61191 -2.62959 2.50527
H 0.70122 -3.69014 2.33919
H 0.97954 -1.90510 2.54770
H 1.76508 -4.27767 4.49293
H 0.82274 -3.82117 5.93702
H 2.83139 -2.71976 6.48586
H 1.85320 -1.49979 5.68177
H 3.91225 -1.31219 4.76069
H 4.64724 -3.29188 3.26652
H 3.91329 -4.23047 4.55646
H 6.22462 -4.07237 5.09067
H 5.29286 -3.11491 6.25992
H 7.43635 -1.93413 6.62719
H 8.05676 -1.03760 5.23570
H 8.23383 -2.77280 5.22188
*
```

Summary:
relative energy (zero: lowest compared OMol25 entry of this formula, charge and spin) = 0.882 eV
Kohn-Sham gap = 7.5 eV
E = -115082.833 eV

Mulliken population analysis, charges in e, atoms 1 to 8: Na 0.249; Na 0.030; Na 0.024; P 0.532; O 0.173; O 0.641; O -1.542; O -1.479


This record from OMol25 describes a cluster of 2 separate species, C5H6 in total in a non-equilibrium geometry. The level of theory is the ωB97M-V functional and the def2-TZVPD basis.

ORCA input file:
```
! wB97M-V def2-TZVPD RIJCOSX def2/J DEFGRID3
* xyz 0 1
C -0.05237 1.08167 1.53662
C 0.08972 -0.17554 1.27816
C -0.77957 0.59753 -2.19016
C 0.14409 -0.08697 -2.51782
C 0.43130 -1.29354 0.78513
H 0.41205 1.48418 2.46720
H -1.57200 1.19772 -1.91720
H -0.71931 1.70241 0.75770
H 0.95224 -0.68941 -2.79376
H 1.34943 -1.34558 0.11252
H -0.18939 -2.17035 1.00815
*
```

Summary:
relative energy (zero: lowest compared OMol25 entry of this formula, charge and spin) = 3.684 eV
Kohn-Sham gap = 10.9 eV
E = -5277.515 eV

Mulliken population analysis, charges in e, atoms 1 to 8: C -0.540; C 0.262; C -0.416; C -0.372; C -0.556; H 0.243; H 0.407; H 0.128


This record from OMol25 describes a cluster of 2 separate species, C5H9N in total in a non-equilibrium geometry. The level of theory is the ωB97M-V functional and the def2-TZVPD basis.

ORCA input file:
```
! wB97M-V def2-TZVPD RIJCOSX def2/J DEFGRID3
* xyz 0 1
C -0.39158 1.23753 -0.57011
C -0.20083 -0.09174 0.12064
C -1.22475 -1.15710 -0.20006
C 1.16562 -0.55991 0.30328
C 2.26854 0.30966 0.15939
N 3.16999 1.04020 0.04437
H 0.31948 1.98403 -0.21066
H -1.41355 1.60604 -0.45524
H -0.18323 1.06611 -1.63265
H -0.78787 0.31893 1.44247
H -1.06186 -1.44530 -1.24487
H -2.24488 -0.78188 -0.08560
H -1.09356 -2.04789 0.41880
H 1.34057 -1.61551 0.46837
H 0.16104 -0.04228 1.36313
*
```

Summary:
relative energy (zero: lowest compared OMol25 entry of this formula, charge and spin) = 4.513 eV
Kohn-Sham gap = 8.2 eV
E = -6816.482 eV

Mulliken population analysis, charges in e, atoms 1 to 8: C -1.439; C 1.399; C -1.392; C -1.139; C 0.203; N -0.512; H 0.409; H 0.407


Q: Among the records above, which one has the lowest E?
A: C42H105N7Na3O18P